Record 1
C24H44ClN8 | wB97M-V/def2-TZVPD

XYZ file:
```
77
Properties=species:S:1:pos:R:3:lowdin_charge:R:1
C -35.17 -11.52 -21.53 -0.07
C -35.68 -12.84 -22.13 -0.14
N -35.88 -13.92 -21.10 -0.03
C -36.93 -14.06 -20.19 0.02
C -36.60 -15.06 -19.30 0.01
N -35.31 -15.51 -19.56 -0.11
C -34.89 -14.79 -20.68 0.04
C -34.57 -16.46 -18.81 0.01
H -34.65 -10.92 -22.28 0.06
H -34.42 -11.81 -20.79 0.07
H -35.85 -10.86 -21.00 0.09
H -35.00 -13.24 -22.88 0.11
H -36.57 -12.56 -22.69 0.13
H -37.88 -13.57 -20.36 0.14
H -37.03 -15.58 -18.45 0.14
H -33.92 -14.86 -21.15 0.08
H -35.06 -17.43 -18.95 0.12
H -34.68 -16.08 -17.79 0.11
H -33.53 -16.35 -19.10 0.10
C -28.87 -14.86 -19.86 -0.09
C -29.22 -16.31 -19.54 -0.21
N -28.51 -16.98 -18.40 -0.04
C -27.12 -17.05 -18.35 0.04
C -26.78 -17.85 -17.20 0.04
N -27.98 -18.23 -16.63 -0.12
C -29.04 -17.72 -17.35 0.05
C -28.10 -19.03 -15.44 0.01
H -29.45 -14.39 -20.66 0.03
H -27.85 -14.87 -20.25 0.07
H -29.13 -14.31 -18.96 0.09
H -29.11 -16.93 -20.43 0.10
H -30.30 -16.31 -19.34 0.09
H -26.55 -16.53 -19.12 0.13
H -25.89 -18.30 -16.81 0.14
H -30.09 -17.83 -17.12 0.16
H -29.13 -19.07 -15.08 0.11
H -27.37 -18.74 -14.68 0.12
H -27.92 -20.05 -15.75 0.11
C -30.27 -8.30 -23.43 -0.04
C -31.68 -8.86 -23.82 -0.15
N -31.66 -10.29 -23.72 -0.07
C -31.96 -10.98 -22.56 -0.01
C -31.98 -12.34 -22.85 0.00
N -31.69 -12.45 -24.23 -0.10
C -31.44 -11.19 -24.71 0.04
C -31.76 -13.55 -25.03 -0.08
H -30.28 -7.22 -23.50 0.09
H -29.45 -8.74 -24.00 0.08
H -30.06 -8.47 -22.37 0.08
H -31.84 -8.71 -24.89 0.13
H -32.44 -8.40 -23.19 0.14
H -32.19 -10.53 -21.60 0.14
H -32.05 -13.20 -22.21 0.04
H -31.39 -10.93 -25.76 0.17
H -30.87 -14.15 -24.86 0.08
H -31.90 -13.24 -26.07 0.11
H -32.49 -14.26 -24.62 0.09
C -25.87 -17.51 -26.97 -0.03
C -26.36 -16.22 -26.17 -0.13
N -27.79 -16.34 -25.95 -0.09
C -28.47 -16.81 -24.83 0.03
C -29.85 -16.88 -25.20 -0.01
N -30.03 -16.41 -26.52 -0.08
C -28.70 -16.20 -26.98 0.03
C -31.21 -16.37 -27.39 0.01
H -24.81 -17.41 -27.20 0.09
H -26.53 -17.71 -27.81 0.07
H -25.91 -18.40 -26.35 0.08
H -26.19 -15.35 -26.80 0.13
H -25.97 -16.19 -25.15 0.13
H -27.94 -17.04 -23.92 0.13
H -30.74 -17.17 -24.66 0.08
H -28.37 -15.74 -27.90 0.16
H -31.75 -15.42 -27.36 0.09
H -31.85 -17.22 -27.14 0.11
H -30.93 -16.67 -28.40 0.11
Cl -31.45 -15.76 -22.18 -0.32
```

Its total charge is +3. The energy relative to the best compared isomer or geometry (same formula, charge and spin) comes out at 269.7 kJ/mol. As for the orbital gap: 8.81 eV. Its energy is -1838.22448 Eh. For the HOMO energy, the calculation gives -15.156 eV.



Record 2
C37H29GeN7PtS3 | wB97M-V/def2-TZVPD

XYZ file:
```
78
Properties=species:S:1:pos:R:3:lowdin_charge:R:1
Pt 0.26 -0.08 0.17 1.10
C 3.02 -4.35 2.30 -0.36
S 2.27 -4.45 0.66 0.98
C 1.30 -3.01 0.56 -1.04
S 1.49 -1.66 1.65 0.74
N 0.42 -3.04 -0.38 -0.08
N -0.30 -1.94 -0.58 -0.17
C -1.48 -2.12 -1.11 -0.04
C -2.43 -1.07 -1.18 -0.28
C -3.78 -1.38 -1.31 0.06
C -4.73 -0.47 -0.90 0.05
C -4.30 0.75 -0.35 0.01
C -2.97 1.06 -0.42 -0.12
N -2.03 0.23 -0.93 -0.07
H 3.93 -4.94 2.27 0.06
H 2.34 -4.80 3.02 0.06
H 3.24 -3.32 2.56 0.01
H -1.77 -3.14 -1.34 0.17
H -4.05 -2.37 -1.65 0.15
H -5.79 -0.70 -0.96 0.15
H -5.01 1.44 0.07 0.14
H -2.61 2.04 -0.13 0.12
S 5.42 5.47 0.00 1.14
N 5.43 4.05 -0.73 -0.18
C 4.32 3.42 -0.40 -0.30
C 3.92 2.11 -0.82 -0.05
C 4.69 1.28 -1.64 0.07
C 4.23 0.02 -1.96 0.02
C 2.99 -0.39 -1.46 -0.10
N 2.25 0.41 -0.71 -0.01
C 2.68 1.63 -0.37 -0.15
C 1.84 2.41 0.51 -0.14
N 0.67 1.86 0.91 -0.05
C -0.10 2.52 1.77 -0.09
C 0.23 3.77 2.27 0.01
C 1.41 4.36 1.86 0.07
C 2.24 3.68 0.96 -0.05
C 3.49 4.19 0.48 -0.30
N 4.01 5.37 0.77 -0.19
H 5.65 1.64 -1.99 0.14
H 4.80 -0.66 -2.57 0.13
H 2.61 -1.38 -1.66 0.12
H -1.01 2.02 2.09 0.12
H -0.42 4.26 2.98 0.13
H 1.72 5.33 2.22 0.14
C -0.31 -0.46 -3.61 -0.18
Ge -1.34 1.07 -2.89 1.15
C -0.18 2.64 -2.73 -0.29
C -0.52 3.83 -2.08 -0.12
C 0.24 4.97 -2.28 -0.05
C 1.34 4.94 -3.13 -0.04
C 1.70 3.76 -3.75 -0.05
C 0.94 2.61 -3.55 -0.11
C -3.17 1.52 -3.48 -0.23
C -3.73 2.66 -2.93 -0.12
C -5.08 2.98 -3.13 -0.05
C -5.86 2.16 -3.91 0.01
C -5.32 1.01 -4.52 -0.15
C -6.12 0.18 -5.35 0.00
C -5.58 -0.91 -5.98 -0.04
C -4.22 -1.20 -5.83 -0.04
C -3.42 -0.42 -5.03 -0.05
C -3.95 0.69 -4.33 -0.19
H -0.06 -0.26 -4.65 0.06
H -0.86 -1.39 -3.55 0.03
H 0.61 -0.54 -3.03 0.00
H -1.39 3.89 -1.43 0.09
H -0.05 5.90 -1.80 0.12
H 1.90 5.85 -3.32 0.12
H 2.55 3.73 -4.42 0.12
H 1.22 1.70 -4.07 0.10
H -3.13 3.34 -2.34 0.08
H -5.50 3.87 -2.69 0.12
H -6.90 2.41 -4.09 0.13
H -7.17 0.42 -5.47 0.13
H -6.20 -1.53 -6.61 0.12
H -3.79 -2.04 -6.36 0.12
H -2.36 -0.62 -4.98 0.07
```

Its total charge is +3. The energy relative to the best compared isomer or geometry (same formula, charge and spin) comes out at 0.0 kJ/mol. As for the orbital gap (alpha / beta): 4.67 / 4.17 eV. The multiplicity is 2. Its energy is -5200.51800 Eh. For the HOMO energy (alpha / beta), the calculation gives -15.150 / -15.150 eV.



Record 3
C32H24ClIrN3O4PS2 | wB97M-V/def2-TZVPD

XYZ file:
```
68
Properties=species:S:1:pos:R:3:lowdin_charge:R:1
Ir 0.37 -2.42 -0.06 0.78
S 1.20 -2.72 2.08 0.61
C -0.05 -3.90 2.34 -1.04
S -0.98 -4.05 0.87 0.61
C -0.28 -4.58 3.49 -0.36
C -1.36 -5.51 3.59 -0.23
N -2.24 -6.25 3.67 0.16
C 0.53 -4.34 4.64 -0.24
N 1.19 -4.12 5.56 0.16
O 0.51 -3.64 -2.59 -0.01
N -0.10 -2.51 -2.09 -0.20
C -0.42 -1.59 -2.90 -0.05
C -1.19 -0.39 -2.54 -0.19
C -1.68 0.32 -3.63 -0.04
C -2.51 1.41 -3.47 -0.05
C -2.89 1.79 -2.19 -0.04
C -2.42 1.09 -1.10 -0.07
C -1.54 0.01 -1.24 -0.26
P -1.02 -0.78 0.32 0.89
C -2.64 -1.16 1.06 -0.36
C -3.10 -0.57 2.23 -0.07
C -4.37 -0.87 2.71 -0.06
C -5.18 -1.75 2.01 -0.06
C -4.74 -2.32 0.83 -0.06
C -3.47 -2.03 0.35 -0.13
C -0.30 0.56 1.32 -0.35
C 0.02 1.79 0.76 -0.09
C 0.67 2.75 1.52 -0.06
C 1.00 2.49 2.84 -0.06
C 0.66 1.27 3.41 -0.05
C 0.02 0.30 2.65 -0.14
H 1.13 -3.37 -3.28 0.12
H -0.20 -1.73 -3.95 0.15
H -1.40 0.00 -4.63 0.12
H -2.87 1.96 -4.33 0.12
H -3.55 2.64 -2.04 0.12
H -2.72 1.39 -0.10 0.12
H -2.49 0.14 2.77 0.10
H -4.72 -0.42 3.63 0.11
H -6.17 -1.99 2.39 0.11
H -5.37 -3.00 0.28 0.11
H -3.13 -2.48 -0.57 0.10
H -0.20 2.01 -0.27 0.09
H 0.94 3.70 1.07 0.12
H 1.51 3.24 3.43 0.11
H 0.92 1.06 4.44 0.11
H -0.20 -0.66 3.10 0.07
C 4.91 3.56 -0.64 -0.02
C 3.69 3.13 -1.40 -0.19
C 3.12 3.93 -2.38 -0.06
C 2.00 3.50 -3.07 -0.67
Cl 1.30 4.54 -4.29 0.64
C 1.43 2.28 -2.81 -0.10
C 1.99 1.46 -1.84 -0.01
C 3.11 1.88 -1.13 -0.23
O 3.69 1.17 -0.14 -0.01
C 3.10 -0.06 0.21 -0.10
C 3.15 -1.09 -0.91 -0.62
O 4.04 -1.08 -1.73 0.11
O 2.18 -1.97 -0.91 -0.24
H 5.22 4.55 -0.95 0.08
H 5.73 2.86 -0.80 0.09
H 4.71 3.56 0.43 0.09
H 3.56 4.89 -2.60 0.11
H 0.56 1.95 -3.37 0.09
H 1.53 0.50 -1.63 0.10
H 2.08 0.10 0.57 0.09
H 3.70 -0.45 1.04 0.15
```

The energy relative to the best compared isomer or geometry (same formula, charge and spin) comes out at 85.8 kJ/mol. As for the orbital gap: 6.70 eV. Its energy is -3401.31025 Eh. For the HOMO energy, the calculation gives -8.233 eV.



Record 4
C3H4N4O | wB97M-V/def2-TZVPD

XYZ file:
```
12
Properties=species:S:1:pos:R:3:lowdin_charge:R:1
H -0.31 2.24 2.18 0.11
N 0.16 1.28 1.91 0.15
C 0.00 1.17 0.67 -0.48
N -0.48 2.21 -0.19 0.06
C 0.06 -0.07 -0.01 -0.32
N -0.48 -0.32 -1.20 0.06
N -0.25 -1.62 -1.51 0.06
C 0.52 -2.08 -0.46 -0.04
O 0.72 -1.10 0.55 0.11
H -1.18 1.69 -0.78 0.07
H -1.26 2.84 0.31 0.14
H 0.89 -3.01 -0.37 0.08
```

The energy relative to the best compared isomer or geometry (same formula, charge and spin) comes out at 251.7 kJ/mol. The SMILES is [H]/N=C(\N)c1nnco1. As for the orbital gap: 9.99 eV. Its energy is -410.90743 Eh. For the HOMO energy, the calculation gives -10.109 eV.



Record 5
CH2N4 | wB97M-V/def2-TZVPD

XYZ file:
```
7
Properties=species:S:1:pos:R:3:lowdin_charge:R:1
C 0.66 -0.19 0.91 -0.23
N -0.32 0.69 0.83 -0.01
N -0.94 0.63 -0.35 0.02
N -0.29 -0.29 -0.96 -0.07
N 0.82 -0.74 -0.27 0.06
H 1.24 -0.16 1.73 0.07
H -0.12 -0.78 -1.88 0.18
```

The energy relative to the best compared isomer or geometry (same formula, charge and spin) comes out at 245.8 kJ/mol. The SMILES is c1nn[nH]n1. As for the orbital gap: 11.86 eV. Its energy is -258.25210 Eh. For the HOMO energy, the calculation gives -10.764 eV.



Record 6
C6H24BeN12O10S | wB97M-V/def2-TZVPD

XYZ file:
```
54
Properties=species:S:1:pos:R:3:lowdin_charge:R:1
Be -7.19 7.01 20.22 0.91
S -7.24 7.53 17.32 0.32
O -7.26 6.52 16.28 -0.34
O -8.41 7.27 18.21 -0.41
O -6.07 7.24 18.24 -0.42
O -7.13 8.91 16.85 -0.33
C -10.15 8.17 20.54 -0.64
O -9.41 7.32 21.04 -0.02
N -11.09 8.80 21.31 0.15
N -10.19 8.59 19.25 0.18
H -11.76 9.48 21.03 0.09
H -10.90 8.57 22.28 0.09
H -9.56 8.16 18.57 0.02
H -10.95 9.22 19.10 0.10
C -9.06 3.96 19.44 -0.64
O -8.30 4.53 20.22 0.01
N -9.43 4.58 18.27 0.17
N -9.84 2.88 19.74 0.14
H -9.02 5.50 18.13 0.06
H -10.18 4.16 17.77 0.09
H -9.67 2.45 20.63 0.10
H -10.13 2.35 18.94 0.09
C -4.98 4.40 18.97 -0.65
O -5.65 4.94 19.84 0.00
N -4.39 3.16 19.22 0.14
N -4.70 4.93 17.77 0.18
H -4.82 2.71 20.00 0.09
H -3.76 2.77 18.55 0.08
H -5.24 5.76 17.52 0.06
H -4.13 4.44 17.11 0.10
C -4.10 8.93 20.24 -0.67
O -4.92 8.18 20.79 0.00
N -4.21 9.17 18.93 0.19
N -3.27 9.76 20.91 0.14
H -3.60 9.86 18.51 0.10
H -4.92 8.64 18.42 0.07
H -3.17 9.50 21.89 0.11
H -2.52 10.26 20.49 0.10
C -7.18 5.72 23.43 -0.65
O -6.99 6.32 22.37 0.02
N -6.23 5.02 24.05 0.18
N -8.39 5.81 24.01 0.18
H -6.40 4.44 24.85 0.10
H -5.38 4.88 23.54 0.12
H -8.57 5.17 24.77 0.10
H -9.07 6.35 23.50 0.10
C -7.15 9.87 22.60 -0.64
O -7.47 9.02 21.78 0.03
N -7.94 10.33 23.59 0.15
N -5.92 10.45 22.63 0.17
H -8.92 10.09 23.62 0.10
H -7.85 11.32 23.78 0.10
H -5.70 11.06 23.39 0.10
H -5.34 10.45 21.81 0.08
```

The energy relative to the best compared isomer or geometry (same formula, charge and spin) comes out at 0.0 kJ/mol. As for the orbital gap: 8.37 eV. Its energy is -2065.68596 Eh. For the HOMO energy, the calculation gives -7.989 eV.



Record 7
C44H77N11 | wB97M-V/def2-TZVPD

XYZ file:
```
132
Properties=species:S:1:pos:R:3:lowdin_charge:R:1
C 2.63 -4.48 7.40 -0.08
C 1.44 -3.77 6.56 -0.22
C 1.74 -3.66 5.07 -0.23
C 2.90 -2.87 4.66 -0.26
N 3.82 -2.25 4.31 0.13
H 3.09 -5.30 6.84 0.06
H 2.21 -4.82 8.35 0.06
H 3.45 -3.80 7.64 0.06
H 1.30 -2.79 7.01 0.09
H 0.50 -4.32 6.58 0.08
H 0.91 -3.17 4.55 0.10
H 1.96 -4.61 4.59 0.11
C -2.57 -0.71 -3.26 -0.11
C -3.49 0.40 -2.72 -0.28
C -4.49 0.97 -3.71 -0.20
C -4.00 1.32 -5.07 -0.23
N -3.68 1.61 -6.13 0.13
H -3.16 -1.51 -3.71 0.07
H -1.87 -1.15 -2.55 0.05
H -1.92 -0.18 -3.95 0.07
H -2.81 1.17 -2.35 0.08
H -4.07 0.04 -1.87 0.09
H -5.06 1.79 -3.28 0.08
H -5.20 0.17 -3.91 0.11
C 6.17 3.94 -1.32 -0.13
C 5.32 4.48 -0.19 -0.27
C 4.09 3.67 0.02 -0.21
C 4.19 2.20 0.02 -0.20
N 4.27 1.03 0.02 0.17
H 5.68 3.72 -2.27 0.06
H 6.71 3.05 -1.01 0.07
H 7.03 4.57 -1.55 0.07
H 5.17 5.53 -0.46 0.11
H 6.02 4.35 0.64 0.11
H 3.33 3.99 -0.70 0.09
H 3.68 3.99 0.98 0.12
C -1.54 -4.64 1.11 -0.19
C -2.45 -5.70 1.64 -0.31
C -1.90 -6.60 2.85 -0.22
C -1.85 -5.87 4.15 -0.25
N -1.86 -5.31 5.16 0.11
H -1.02 -4.01 1.83 0.05
H -2.07 -3.90 0.50 0.05
H -0.71 -5.07 0.55 0.03
H -2.73 -6.39 0.84 0.07
H -3.38 -5.25 2.00 0.09
H -0.88 -6.91 2.60 0.08
H -2.54 -7.48 2.93 0.09
C 2.50 2.59 -3.45 -0.09
C 3.47 3.28 -4.47 -0.23
C 3.22 4.80 -4.79 -0.16
C 1.84 5.05 -5.24 -0.22
N 0.75 5.25 -5.58 0.15
H 2.43 3.13 -2.51 0.04
H 2.88 1.60 -3.22 0.04
H 1.49 2.49 -3.85 0.06
H 3.52 2.69 -5.39 0.10
H 4.49 3.08 -4.12 0.06
H 3.97 5.01 -5.56 0.11
H 3.44 5.43 -3.93 0.11
C -0.98 -3.78 -5.21 -0.13
C 0.06 -4.85 -4.79 -0.27
C 0.19 -5.19 -3.31 -0.28
C 0.28 -4.09 -2.38 -0.25
N 0.34 -3.20 -1.66 0.19
H -1.13 -3.82 -6.29 0.06
H -0.81 -2.76 -4.88 0.06
H -1.96 -4.13 -4.88 0.06
H 0.98 -4.40 -5.16 0.09
H -0.19 -5.68 -5.45 0.10
H 1.11 -5.78 -3.27 0.08
H -0.57 -5.87 -2.93 0.07
C -0.35 -0.69 2.20 -0.09
C 0.78 -0.93 1.14 -0.24
C 0.47 -0.22 -0.19 -0.19
C 0.71 1.25 -0.13 -0.19
N 0.91 2.40 -0.03 0.16
H -0.73 0.34 2.23 0.05
H -0.05 -1.04 3.18 0.05
H -1.20 -1.26 1.82 0.06
H 0.88 -2.00 0.98 0.08
H 1.80 -0.68 1.41 0.10
H -0.57 -0.39 -0.44 0.10
H 1.08 -0.58 -1.02 0.07
C -0.98 3.59 -2.54 -0.13
C -2.12 4.44 -3.16 -0.23
C -2.56 5.56 -2.18 -0.20
C -3.62 6.43 -2.73 -0.22
N -4.46 7.12 -3.17 0.11
H -0.75 2.73 -3.16 0.06
H -1.33 3.14 -1.62 0.05
H 0.00 4.06 -2.48 0.06
H -2.98 3.78 -3.24 0.08
H -1.81 4.83 -4.13 0.10
H -1.73 6.24 -1.99 0.11
H -2.83 5.13 -1.22 0.09
C -2.17 0.61 8.79 -0.10
C -1.63 -0.60 7.96 -0.23
C -1.64 -0.31 6.41 -0.20
C -2.95 -0.05 5.85 -0.23
N -4.03 0.15 5.44 0.13
H -2.06 0.40 9.85 0.06
H -3.20 0.89 8.59 0.07
H -1.60 1.50 8.52 0.07
H -2.19 -1.53 8.06 0.10
H -0.62 -0.83 8.31 0.10
H -1.16 -1.17 5.96 0.10
H -1.06 0.61 6.26 0.11
C 2.60 -1.15 -3.75 -0.12
C 3.31 -1.42 -2.47 -0.29
C 4.82 -1.52 -2.67 -0.18
C 5.41 -0.26 -3.19 -0.21
N 5.88 0.77 -3.53 0.14
H 1.54 -0.95 -3.62 0.07
H 2.65 -1.95 -4.48 0.07
H 3.03 -0.32 -4.32 0.06
H 2.89 -2.26 -1.92 0.09
H 3.06 -0.64 -1.75 0.07
H 5.02 -2.27 -3.43 0.11
H 5.38 -1.79 -1.77 0.12
C -3.22 3.10 2.14 -0.12
C -4.72 3.18 2.26 -0.25
C -5.41 2.33 1.19 -0.19
C -5.11 2.71 -0.18 -0.20
N -4.85 3.02 -1.25 0.20
H -2.85 2.08 2.15 0.07
H -2.71 3.67 2.92 0.08
H -2.80 3.49 1.22 0.06
H -4.91 4.22 1.99 0.11
H -5.15 2.94 3.23 0.11
H -6.48 2.52 1.28 0.12
H -5.34 1.26 1.34 0.12
```

Its total charge is -1. The energy relative to the best compared isomer or geometry (same formula, charge and spin) comes out at 68.3 kJ/mol. As for the orbital gap (alpha / beta): 1.84 / 11.26 eV. The multiplicity is 2. Its energy is -2324.91548 Eh. For the HOMO energy (alpha / beta), the calculation gives 0.204 / -9.244 eV.



Record 8
C4H8FN | wB97M-V/def2-TZVPD

XYZ file:
```
14
Properties=species:S:1:pos:R:3:lowdin_charge:R:1
C -1.66 -1.28 -0.83 -0.06
C -0.32 -0.45 -0.63 -0.47
N 0.85 -1.02 -1.24 0.00
C 0.08 -0.19 0.85 -0.06
C 0.40 1.04 1.37 -0.17
F 0.70 2.13 0.69 0.02
H -2.42 -0.64 -0.38 0.06
H -1.97 -1.40 -1.95 0.10
H -1.62 -2.26 -0.39 0.06
H -0.44 0.66 -0.97 0.14
H 1.72 -1.06 -0.67 0.09
H 0.69 -2.01 -1.51 0.08
H 0.11 -1.12 1.41 0.10
H 0.74 1.18 2.39 0.10
```

The energy relative to the best compared isomer or geometry (same formula, charge and spin) comes out at 131.9 kJ/mol. The SMILES is C[C@H](N)/C=C\F. As for the orbital gap: 9.87 eV. Its energy is -311.76915 Eh. For the HOMO energy, the calculation gives -8.823 eV.



Number 1: molecular weight 480.1 g/mol. Number 2: molecular weight 935.6 g/mol. Number 3: molecular weight 837.3 g/mol. Number 4: molecular weight 112.1 g/mol. Number 5: molecular weight 70.1 g/mol. Number 6: molecular weight 465.4 g/mol. Number 7: molecular weight 760.2 g/mol. Number 8: molecular weight 89.1 g/mol.